[1]
Molecular formula: C3H2ClNS
Method: DFT, ωB97M-V/def2-TZVPD

The geometry in XYZ format:
```
8
Properties=species:S:1:pos:R:3:nbo_charge:R:1
S 2.33 -0.98 0.11 -0.018
C 1.37 0.58 -0.12 0.056
N 0.13 0.76 -0.06 -0.441
C -1.03 0.18 -0.01 0.111
C -2.26 0.18 -0.05 -0.155
Cl -3.69 -0.61 0.05 0.116
H 1.17 -1.57 0.36 0.136
H 1.97 1.46 -0.27 0.195
```

Computed properties:
total charge	0
E_tot	-1028.52755	a.u.
SMILES	S/C=N\C#CCl
energy relative to the best compared isomer or geometry (same formula, charge and spin)	299.1	kJ/mol
largest force on an atom	1.8	eV/Å
gap between HOMO and LUMO	8.863	eV

***

[2]
Molecular formula: C4H3Br
Method: DFT, ωB97M-V/def2-TZVPD

The geometry in XYZ format:
```
8
Properties=species:S:1:pos:R:3:nbo_charge:R:1
C 1.96 0.95 -0.01 -0.382
C 0.91 0.39 0.12 -0.078
C -1.32 -0.04 0.07 -0.009
C -1.59 -1.29 -0.10 -0.285
Br -3.56 -1.82 -0.17 0.010
H 2.91 1.40 0.10 0.233
H -1.73 0.82 0.45 0.222
H -1.01 -2.29 0.00 0.289
```

Computed properties:
total charge	0
E_tot	-2727.98126	a.u.
energy relative to the best compared isomer or geometry (same formula, charge and spin)	370.5	kJ/mol
largest force on an atom	5.3	eV/Å
gap between HOMO and LUMO	8.828	eV

***

[3]
Molecular formula: C29H35HoN5OSSiTe
Method: DFT, ωB97M-V/def2-TZVPD

The geometry in XYZ format:
```
74
Properties=species:S:1:pos:R:3:lowdin_charge:R:1
Ho -15.32 11.18 8.06 0.781
N -12.46 8.60 9.83 0.098
C -13.35 9.50 9.33 -0.886
S -13.90 10.97 10.22 0.448
N -13.62 9.31 8.02 -0.151
N -13.35 10.47 7.14 -0.199
C -12.08 10.60 6.77 -0.099
C -11.60 11.81 6.16 -0.216
C -10.43 12.43 6.74 0.015
C -9.76 13.44 6.05 -0.060
C -10.22 13.73 4.77 -0.078
C -11.37 13.20 4.28 -0.064
N -12.09 12.27 4.99 -0.061
H -12.31 8.59 10.84 0.097
H -12.35 7.70 9.32 0.122
H -11.34 9.92 7.10 0.113
H -10.20 12.09 7.78 0.132
H -8.95 13.99 6.40 0.091
H -9.61 14.42 4.13 0.130
H -11.74 13.46 3.32 0.105
O -16.99 11.96 6.75 -0.284
C -18.31 11.21 6.71 -0.105
C -18.04 9.89 7.32 -0.249
C -19.10 8.96 7.06 -0.009
C -18.90 7.64 7.38 -0.004
C -17.64 7.28 7.99 -0.023
C -16.72 8.23 8.27 -0.106
N -16.90 9.53 7.93 -0.022
H -17.12 12.90 6.33 0.089
H -18.65 11.12 5.64 0.149
H -19.13 11.73 7.20 0.139
H -19.92 9.40 6.54 0.114
H -19.62 6.94 7.04 0.109
H -17.41 6.23 8.08 0.111
H -15.82 7.98 8.84 0.115
C -13.22 8.89 3.32 -0.180
Si -13.30 10.68 2.89 0.547
C -14.84 11.04 1.78 -0.171
C -11.87 11.17 1.78 -0.186
C -13.41 11.77 4.49 -0.152
H -13.39 8.28 2.47 0.014
H -14.14 8.77 3.93 0.041
H -12.31 8.56 3.89 0.060
H -15.09 10.04 1.36 0.037
H -14.77 11.73 0.94 0.029
H -15.72 11.41 2.33 0.012
H -11.87 10.62 0.82 0.050
H -10.94 10.95 2.24 0.014
H -11.95 12.25 1.52 0.037
H -13.97 11.28 5.32 0.057
H -13.96 12.63 4.07 0.068
Te -15.13 14.48 8.38 1.386
C -15.93 15.22 6.56 -0.506
C -16.12 14.36 5.45 -0.220
C -16.81 14.78 4.37 -0.094
C -17.26 16.11 4.26 -0.058
C -16.88 17.04 5.25 -0.067
C -16.22 16.56 6.36 -0.142
C -16.59 15.18 9.79 -0.508
C -17.76 14.50 10.10 -0.132
C -18.53 14.97 11.15 -0.114
C -18.35 16.17 11.73 -0.073
C -17.12 16.79 11.47 -0.076
C -16.25 16.34 10.50 -0.146
H -15.50 13.47 5.36 0.078
H -16.91 14.11 3.53 0.111
H -17.87 16.35 3.35 0.123
H -17.27 18.12 5.22 0.144
H -15.94 17.25 7.17 0.107
H -17.86 13.46 9.65 0.110
H -19.37 14.33 11.51 0.124
H -19.05 16.60 12.49 0.132
H -16.87 17.67 11.98 0.093
H -15.38 17.00 10.34 0.107
```

Computed properties:
total charge	+1
2S+1	5
E_tot	-3378.49792	a.u.
energy relative to the best compared isomer or geometry (same formula, charge and spin)	340.0	kJ/mol
largest force on an atom	4.1	eV/Å
gap between HOMO and LUMO (spin up / spin down)	5.343 / 6.076	eV
<S²>	6.027

***

[4]
Molecular formula: C4H32BO24
Method: DFT, ωB97M-V/def2-TZVPD

The geometry in XYZ format:
```
61
Properties=species:S:1:pos:R:3:nbo_charge:R:1
O 0.10 2.52 -1.73 -0.617
C 0.31 1.51 -1.13 0.727
O -0.54 0.92 -0.30 -0.668
B 0.15 -0.23 0.37 1.199
O 1.43 -0.37 -0.39 -0.668
C 1.63 0.66 -1.21 0.735
O 2.51 0.88 -1.99 -0.592
O -0.75 -1.44 0.38 -0.679
C -1.20 -1.64 1.60 0.713
O -2.04 -2.37 1.94 -0.585
C -0.44 -0.71 2.59 0.735
O 0.33 0.07 1.84 -0.693
O -0.54 -0.70 3.75 -0.585
O -0.65 0.59 -3.98 -1.002
H -0.33 1.42 -4.40 0.495
H 0.01 -0.14 -4.18 0.502
O -5.01 -3.15 2.66 -0.953
H -4.17 -2.93 3.08 0.482
H -5.13 -2.47 1.99 0.473
O -1.80 3.90 0.25 -0.985
H -2.35 4.65 0.04 0.480
H -1.50 3.51 -0.58 0.503
O -3.69 -2.78 -0.63 -0.967
H -3.13 -2.73 0.16 0.486
H -3.90 -3.70 -0.73 0.473
O -2.26 1.25 1.99 -0.971
H -2.60 1.56 2.83 0.474
H -2.26 1.99 1.38 0.502
O 0.11 4.45 -4.01 -0.981
H 0.86 4.03 -4.48 0.483
H 0.08 3.83 -3.24 0.486
O 0.42 -3.67 -1.35 -0.965
H -0.42 -3.27 -1.72 0.492
H 0.32 -3.28 -0.47 0.479
O -0.37 0.97 6.58 -0.949
H -0.07 0.96 5.67 0.480
H -0.68 0.07 6.72 0.469
O 0.99 -2.01 -3.62 -0.964
H 0.45 -2.59 -4.15 0.466
H 0.79 -2.34 -2.76 0.493
O 2.18 2.52 -4.31 -0.989
H 3.03 2.93 -4.41 0.472
H 2.29 2.07 -3.44 0.507
O 1.06 -3.32 4.70 -0.951
H 0.20 -2.90 4.54 0.473
H 1.58 -2.97 3.98 0.477
O -1.78 -1.79 -2.35 -0.983
H -1.59 -1.04 -2.94 0.492
H -2.28 -1.42 -1.61 0.495
O 2.79 -1.50 2.26 -0.963
H 2.40 -0.86 1.65 0.477
H 2.94 -0.98 3.07 0.486
O 4.11 -0.37 -4.60 -0.948
H 3.35 0.22 -4.72 0.473
H 3.92 -0.73 -3.74 0.476
O 3.18 1.33 2.92 -0.960
H 3.33 0.98 2.05 0.466
H 2.79 2.21 2.74 0.492
O 0.98 2.76 1.70 -0.982
H 0.30 3.36 1.33 0.494
H 0.55 2.25 2.39 0.492
```

Computed properties:
total charge	-1
E_tot	-2002.63906	a.u.
energy relative to the best compared isomer or geometry (same formula, charge and spin)	20.8	kJ/mol
largest force on an atom	3.0	eV/Å
gap between HOMO and LUMO	10.519	eV